(1)
15
Properties=species:S:1:pos:R:3 method="wB97M-V/def2-TZVPD" e_tot_ha=-358.8887 e_lumo_ha=0.0178 smiles="[H]/N=C1/C=CNC(=C)N1" e_above_lowest_kcal_mol=81.4 spin_multiplicity=1
H -2.33 0.62 -1.93
N -1.92 -0.30 -1.96
C -0.85 -0.42 -1.17
C 0.22 -1.39 -1.11
C 1.14 -1.43 -0.07
N 1.03 -0.39 0.82
C 0.34 0.74 0.64
C 0.19 1.53 1.69
N -0.52 0.74 -0.51
H 0.40 -2.23 -1.80
H 2.11 -1.91 0.07
H 1.25 -0.60 1.94
H -0.53 2.20 1.37
H 0.64 1.35 2.70
H -1.18 1.51 -0.66


(2)
30
Properties=species:S:1:pos:R:3 method="wB97M-V/def2-TZVPD" e_tot_ha=-724.1875 e_lumo_ha=0.0039 smiles="NCCCNC(=O)O.O.O.O.O" e_above_lowest_kcal_mol=3.4 spin_multiplicity=1
N 0.36 2.28 1.11
C 0.38 1.56 2.40
C 0.49 0.02 2.19
C -0.77 -0.52 1.54
N -0.62 -0.94 0.12
C 0.31 -1.90 -0.18
O 0.74 -2.10 -1.29
O 0.62 -2.69 0.88
H -0.36 1.99 0.47
H 1.22 2.03 0.64
H -0.50 1.87 2.96
H 1.25 1.94 2.95
H 1.43 -0.03 1.64
H 0.74 -0.43 3.15
H -1.59 0.19 1.50
H -1.05 -1.42 2.08
H -0.63 -0.19 -0.56
H 1.27 -3.28 0.55
O 0.73 0.51 -2.40
H 0.63 -0.41 -2.51
H 1.68 0.56 -2.23
O -4.12 0.96 -0.74
H -3.99 0.46 -1.55
H -3.28 0.80 -0.32
O 3.41 -0.12 -0.91
H 4.25 0.28 -1.13
H 3.59 -1.06 -0.93
O -1.58 1.64 -1.58
H -1.83 2.56 -1.56
H -0.71 1.35 -1.86


(3)
9
Properties=species:S:1:pos:R:3 method="wB97M-V/def2-TZVPD" e_tot_ha=-1040.5764 charge=-1 e_lumo_ha=0.0577 e_above_lowest_kcal_mol=4.0 spin_multiplicity=1
C 0.09 2.08 -0.02
C 0.60 -1.26 0.88
N -0.36 -0.32 1.12
O 0.98 1.77 -0.61
O -0.78 2.54 0.58
Cl -0.37 0.17 2.77
I -2.30 -2.22 -6.21
H 0.82 -1.32 -0.16
H 1.31 -1.43 1.65


(4)
75
Properties=species:S:1:pos:R:3 method="wB97M-V/def2-TZVPD" e_tot_ha=-3771.3512 charge=-1 e_lumo_ha="0.0961 / 0.0942" spin_multiplicity=3
Ti 0.49 0.15 -1.04
C -0.59 2.87 4.82
C -0.33 1.82 3.78
C -1.24 0.80 3.54
C -1.00 -0.14 2.55
C 0.14 -0.08 1.76
N 0.32 -0.94 0.66
C 0.28 -2.31 0.78
C 0.23 -2.93 2.05
C 0.16 -4.29 2.21
C 0.14 -5.15 1.12
C 0.06 -6.64 1.27
C 0.24 -4.56 -0.13
C 0.34 -3.19 -0.35
C 0.51 -2.68 -1.80
O 1.09 -1.46 -1.92
C 1.39 -3.65 -2.65
F 1.84 -3.06 -3.76
F 0.71 -4.75 -3.06
F 2.46 -4.08 -1.97
C -0.89 -2.58 -2.48
F -1.72 -3.59 -2.23
F -0.80 -2.45 -3.82
F -1.49 -1.45 -2.03
C 1.07 0.95 1.99
C 0.81 1.87 3.00
C 2.29 1.07 1.06
O 1.92 1.21 -0.26
C 3.25 -0.19 1.26
F 2.85 -0.97 2.28
F 4.53 0.14 1.55
F 3.29 -0.95 0.17
C 3.12 2.36 1.32
F 4.12 2.49 0.44
F 3.66 2.43 2.56
F 2.35 3.45 1.17
H -1.50 2.67 5.38
H 0.23 2.94 5.54
H -0.70 3.86 4.37
H -2.16 0.74 4.12
H -1.73 -0.91 2.34
H 0.25 -2.29 2.92
H 0.12 -4.70 3.22
H -0.17 -6.92 2.30
H -0.72 -7.07 0.64
H 1.00 -7.13 1.01
H 0.25 -5.22 -0.99
H 1.51 2.68 3.18
C 1.53 2.82 -3.62
P 0.47 1.35 -3.42
C 0.88 0.38 -4.90
C -1.17 2.02 -3.84
H 1.35 3.33 -4.57
H 2.58 2.52 -3.57
H 1.35 3.51 -2.80
H 0.93 1.02 -5.79
H 0.13 -0.39 -5.05
H 1.84 -0.13 -4.77
H -1.17 2.46 -4.84
H -1.44 2.78 -3.11
H -1.92 1.23 -3.78
C -3.99 3.96 1.41
C -3.02 3.09 0.69
C -3.32 1.78 0.29
C -2.41 0.98 -0.34
N -1.10 1.39 -0.62
C -0.84 2.71 -0.30
C -1.72 3.53 0.33
H -4.94 3.44 1.57
H -4.21 4.89 0.87
H -3.62 4.26 2.40
H -4.30 1.36 0.48
H -2.65 -0.04 -0.61
H 0.16 3.06 -0.53
H -1.39 4.54 0.57